No. 1
The ion C5H12NO6 with charge +1. Source: OMol25; level of theory: wB97M-V/def2-TZVPD.

Cartesian coordinates (Å):
C (1.97066, 0.25548, -0.00955)
C (1.53388, 1.68841, 0.23139)
C (0.86664, -0.51428, -0.73367)
C (0.26383, 1.68524, 1.04504)
C (-1.58587, -1.09918, -0.35722)
N (-0.24896, -0.82610, 0.20430)
O (1.38933, -1.72623, -1.22141)
O (-0.78530, 1.80675, 0.36280)
O (0.49922, 1.57181, 2.33444)
O (-1.77061, -2.41598, -0.73251)
O (-1.67683, -0.40257, -1.58021)
O (-2.38961, -0.49472, 0.64901)
H (2.89528, 0.29395, -0.59717)
H (2.22700, -0.08103, 1.02519)
H (2.27192, 2.20071, 0.77379)
H (1.34288, 2.16475, -0.67501)
H (0.51023, 0.10333, -1.53230)
H (0.01275, -1.44733, 0.96508)
H (1.71830, -1.83833, -2.06227)
H (-1.63156, 1.62346, 0.82113)
H (-0.27518, 1.87863, 3.01000)
H (-2.10180, -2.97708, -0.06461)
H (-1.72257, -1.03098, -2.25737)
H (-3.31363, -0.41871, 0.40115)

Forces on atoms 1 to 6 (eV/Å):
C 0.3 0.0 1.2
C -1.3 -0.8 1.0
C 0.3 -1.6 0.9
C 2.7 -0.3 0.0
C 1.9 1.3 -0.7
N 0.9 0.7 -0.9

Its frontier orbital gap is 0.3470 Eh. The total charge is +1. The value obtained for the HOMO energy is -0.4903 hartree. Its energy above the lowest of the compared OMol25 structures with the same formula, charge and spin is 180.5 kJ/mol.

Here is what Löwdin gives for the atomic charges, in e: atom 1 (C): -0.088, atom 2 (C): -0.065, atom 3 (C): -0.358, atom 4 (C): -0.342, atom 5 (C): -0.631, atom 6 (N): 0.097, atom 7 (O): 0.044, atom 8 (O): 0.248, atom 9 (O): 0.188, atom 10 (O): 0.123, atom 11 (O): 0.082, atom 12 (O): 0.055, atom 13 (H): 0.142, atom 14 (H): 0.145, atom 15 (H): 0.127, atom 16 (H): 0.124, atom 17 (H): 0.145, atom 18 (H): 0.153, atom 19 (H): 0.065, atom 20 (H): 0.172, atom 21 (H): 0.255, atom 22 (H): 0.105, atom 23 (H): 0.092, atom 24 (H): 0.121


No. 2
The molecule C5H9NO. Source: OMol25; level of theory: wB97M-V/def2-TZVPD.

Cartesian coordinates (Å):
C (3.11924, -0.70713, 0.64877)
O (2.27012, -0.39837, -0.43540)
C (0.98979, -0.00959, -0.08609)
C (-2.26476, 0.03835, 0.24721)
C (-2.88260, 0.80025, -0.90702)
C (-1.14365, -0.62903, 0.10026)
N (-0.01856, -1.09018, -0.10417)
H (4.15586, -0.58423, 0.31747)
H (2.97381, -1.73380, 1.00491)
H (2.94115, -0.00904, 1.47925)
H (0.99546, 0.44785, 0.91297)
H (0.67225, 0.73010, -0.82666)
H (-2.70126, 0.12210, 1.24079)
H (-3.95500, 0.59923, -0.99563)
H (-2.75868, 1.87962, -0.74102)
H (-2.39315, 0.54385, -1.85563)

Forces on atoms 1 to 6 (eV/Å):
C 0.2 -0.1 0.2
O 0.1 -0.1 -0.1
C 0.2 0.5 0.1
C 0.2 -0.1 0.0
C 0.0 0.0 0.0
C 0.4 0.0 0.0

Its frontier orbital gap is 0.3581 Eh. The value obtained for the HOMO energy is -0.3229 hartree. Its energy above the lowest of the compared OMol25 structures with the same formula, charge and spin is 286.1 kJ/mol.

Here is what Löwdin gives for the atomic charges, in e: atom 1 (C): -0.105, atom 2 (O): -0.163, atom 3 (C): -0.271, atom 4 (C): -0.149, atom 5 (C): -0.110, atom 6 (C): -0.151, atom 7 (N): 0.118, atom 8 (H): 0.089, atom 9 (H): 0.089, atom 10 (H): 0.083, atom 11 (H): 0.124, atom 12 (H): 0.132, atom 13 (H): 0.099, atom 14 (H): 0.066, atom 15 (H): 0.071, atom 16 (H): 0.077